Record 1
The following is a quantum chemistry calculation of a structure of composition C19H24BrNPdSi in a non-equilibrium geometry, from OMol25.

Summary:
HOMO level (alpha / beta), eV: 1.081 / 1.282
Multiplicity: 3
LUMO energy (alpha / beta), eV: 5.0 / 5.0
<S²>: 2.02
ΔE to the lowest compared entry with this formula, charge and spin, kJ/mol: 134.4
F_max, eV/Å: 6.88
Charge: -2

Positions of all 47 atoms, in Å:
C1 2.94 0.13 -0.92
C2 1.85 0.95 -0.50
C3 1.01 0.16 0.37
H1 1.70 2.01 -0.73
C4 1.60 -1.15 0.46
C5 2.79 -1.17 -0.33
H2 3.50 -1.99 -0.43
H3 3.77 0.48 -1.54
H4 0.10 0.51 0.88
H5 1.23 -1.96 1.10
Pd1 0.97 -0.95 -1.97
Br1 -0.93 1.35 -2.25
C6 0.03 -1.96 -3.43
C7 1.04 -2.85 -2.94
C8 2.30 -2.22 -3.11
H6 0.86 -3.83 -2.51
C9 2.11 -0.96 -3.74
C10 0.71 -0.79 -3.96
H7 0.22 0.03 -4.47
H8 -1.04 -2.13 -3.44
H9 3.26 -2.62 -2.78
H10 2.86 -0.18 -3.89
C11 -1.58 -0.77 3.29
Si1 -3.07 0.06 2.53
C12 -4.50 -1.13 2.43
C13 -3.53 1.57 3.53
N1 -2.68 0.50 0.90
C14 -2.89 1.34 -0.03
C15 -2.87 0.85 -1.47
C16 -3.86 1.51 -2.31
C17 -4.29 2.77 -2.02
C18 -3.90 3.41 -0.83
C19 -3.16 2.74 0.13
H11 -1.89 -1.33 4.19
H12 -0.81 -0.05 3.60
H13 -1.10 -1.48 2.60
H14 -4.79 -1.50 3.42
H15 -5.36 -0.65 1.97
H16 -4.24 -2.00 1.81
H17 -2.66 2.16 3.85
H18 -4.18 2.24 2.95
H19 -4.09 1.28 4.44
H20 -2.84 -0.24 -1.52
H21 -4.13 1.01 -3.24
H22 -4.95 3.30 -2.72
H23 -4.22 4.43 -0.65
H24 -2.88 3.22 1.08

Löwdin population analysis, charges in e, atoms 1 to 6: -0.256, -0.260, -0.231, 0.054, -0.226, -0.248

***

Record 2
The following is a quantum chemistry calculation of a cluster of 4 separate species, C36H76N4O4 in total in a non-equilibrium geometry, from OMol25.

Summary:
HOMO level, eV: -7.976
LUMO energy, eV: 0.5
ΔE to the lowest compared entry with this formula, charge and spin, kJ/mol: 80.8
SMILES: CC1(C)CCCC(C)(C)N1O.CC1(C)CCCC(C)(C)N1O.CC1(C)CCCC(C)(C)N1O.CC1(C)CCCC(C)(C)N1O
F_max, eV/Å: 2.28

Positions of all 120 atoms, in Å:
C1 -3.11 1.30 -1.50
C2 -2.23 0.85 -2.68
C3 -1.95 1.97 -3.66
C4 -1.04 3.02 -3.07
C5 0.29 2.37 -2.71
C6 0.16 1.18 -1.77
N1 -0.94 0.33 -2.24
O1 -1.12 -0.77 -1.35
C7 1.45 0.37 -1.78
C8 -0.06 1.76 -0.36
C9 -2.91 -0.29 -3.43
H1 -2.61 2.09 -0.93
H2 -3.27 0.48 -0.81
H3 -4.03 1.75 -1.88
H4 -1.41 1.58 -4.54
H5 -2.87 2.39 -4.08
H6 -1.50 3.55 -2.23
H7 -0.85 3.89 -3.72
H8 0.98 3.14 -2.34
H9 0.75 2.11 -3.68
H10 2.33 0.97 -1.56
H11 1.42 -0.40 -1.01
H12 1.65 -0.08 -2.75
H13 0.87 1.74 0.22
H14 -0.54 2.72 -0.29
H15 -0.60 1.06 0.30
H16 -2.19 -0.73 -4.13
H17 -3.78 0.05 -4.00
H18 -3.20 -1.12 -2.79
H19 -0.57 -1.45 -1.76
C10 -3.92 -5.78 -2.23
C11 -4.47 -4.50 -1.60
C12 -5.20 -3.57 -2.53
C13 -6.47 -4.15 -3.14
C14 -7.46 -4.54 -2.06
C15 -6.82 -5.33 -0.90
N2 -5.48 -4.84 -0.57
O2 -4.94 -5.67 0.45
C16 -7.70 -5.09 0.33
C17 -6.84 -6.83 -1.26
C18 -3.35 -3.75 -0.91
H20 -3.45 -6.41 -1.48
H21 -3.13 -5.60 -2.97
H22 -4.69 -6.37 -2.72
H23 -5.41 -2.61 -2.04
H24 -4.60 -3.18 -3.36
H25 -6.21 -5.04 -3.74
H26 -6.82 -3.43 -3.88
H27 -8.21 -5.20 -2.49
H28 -8.00 -3.65 -1.73
H29 -8.74 -5.37 0.17
H30 -7.27 -5.68 1.15
H31 -7.52 -4.07 0.66
H32 -7.76 -7.30 -0.90
H33 -6.86 -6.98 -2.34
H34 -5.98 -7.35 -0.83
H35 -3.60 -2.76 -0.52
H36 -2.62 -3.52 -1.70
H37 -2.86 -4.35 -0.14
H38 -4.50 -5.05 1.04
C19 4.69 4.67 0.37
C20 3.28 5.28 0.19
C21 2.20 4.34 0.73
C22 1.91 4.55 2.22
C23 1.61 6.02 2.51
C24 2.73 6.97 2.10
N3 3.14 6.61 0.77
O3 4.03 7.55 0.19
C25 2.19 8.40 2.15
C26 3.84 6.83 3.16
C27 3.03 5.45 -1.32
H39 4.68 3.58 0.29
H40 5.06 5.01 1.34
H41 5.38 5.10 -0.36
H42 1.28 4.18 0.18
H43 2.68 3.35 0.76
H44 2.81 4.30 2.81
H45 1.12 3.91 2.61
H46 1.32 6.09 3.56
H47 0.64 6.28 2.05
H48 1.62 8.63 1.25
H49 1.64 8.55 3.08
H50 3.02 9.11 2.13
H51 4.76 7.36 2.87
H52 3.57 7.27 4.12
H53 4.20 5.81 3.31
H54 3.09 4.52 -1.89
H55 3.86 6.04 -1.71
H56 2.13 6.01 -1.54
H57 3.46 8.29 -0.04
C28 3.48 -4.02 0.99
C29 3.46 -2.49 1.08
C30 2.08 -2.06 1.60
C31 1.91 -2.16 3.10
C32 3.00 -1.29 3.74
C33 4.36 -1.82 3.39
N4 4.51 -1.93 1.93
O4 5.77 -2.47 1.57
C34 5.40 -0.80 3.86
C35 4.65 -3.17 4.11
C36 3.63 -1.87 -0.30
H58 3.01 -4.38 0.07
H59 2.93 -4.54 1.77
H60 4.50 -4.40 1.02
H61 1.88 -1.00 1.36
H62 1.32 -2.62 1.05
H63 2.01 -3.19 3.48
H64 0.91 -1.91 3.46
H65 2.84 -1.29 4.82
H66 2.87 -0.27 3.36
H67 5.69 -0.98 4.90
H68 6.30 -0.76 3.25
H69 4.94 0.19 3.99
H70 5.64 -3.21 4.56
H71 3.92 -3.33 4.91
H72 4.54 -4.03 3.44
H73 3.08 -2.26 -1.16
H74 4.69 -1.95 -0.55
H75 3.44 -0.80 -0.19
H76 6.02 -3.08 2.28

Löwdin population analysis, charges in e, atoms 1 to 6: -0.012, -0.528, -0.143, -0.186, -0.141, -0.501

***

Record 3
The following is a quantum chemistry calculation of an isolated molecule of C5H11N, from OMol25.

Summary:
HOMO level, eV: -8.840
LUMO energy, eV: 1.2
ΔE to the lowest compared entry with this formula, charge and spin, kJ/mol: 150.4
SMILES: CC[C@H]1CN1C
F_max, eV/Å: 0.36

Positions of all 17 atoms, in Å:
C1 1.82 0.44 -0.79
C2 1.28 -0.93 -0.30
C3 -0.15 -0.82 0.22
C4 -0.45 -0.11 1.50
N1 -0.70 0.51 0.22
C5 -2.02 0.76 -0.29
H1 1.09 1.23 -0.59
H2 2.75 0.72 -0.30
H3 1.98 0.43 -1.87
H4 1.32 -1.67 -1.11
H5 1.92 -1.34 0.50
H6 -0.83 -1.65 -0.02
H7 0.38 0.30 2.07
H8 -1.31 -0.43 2.09
H9 -2.00 0.64 -1.38
H10 -2.28 1.81 -0.08
H11 -2.80 0.10 0.13

Löwdin population analysis, charges in e, atoms 1 to 6: -0.102, -0.196, -0.297, -0.103, -0.190, -0.094

***

Record 4
The following is a quantum chemistry calculation of a cluster of 7 separate species, C25H67O20P3 in total in a non-equilibrium geometry, from OMol25.

Summary:
HOMO level, eV: -9.277
LUMO energy, eV: 0.5
ΔE to the lowest compared entry with this formula, charge and spin, kJ/mol: 47.4
SMILES: COP(=O)(OC)OC.COP(=O)(OC)OC.COP(=O)(OC)OC.COCCOC.COCCOC.COCCOC.COCCOC
F_max, eV/Å: 2.29

Positions of all 115 atoms, in Å:
C1 -2.22 -4.24 -6.20
O1 -1.21 -3.22 -6.21
P1 -0.19 -3.13 -4.98
O2 -0.47 -2.18 -3.89
O3 -0.01 -4.65 -4.57
C2 0.94 -5.02 -3.58
O4 1.16 -2.76 -5.77
C3 2.26 -2.16 -5.08
H1 -2.47 -4.38 -7.25
H2 -3.12 -3.93 -5.66
H3 -1.90 -5.19 -5.78
H4 1.79 -5.52 -4.06
H5 0.47 -5.78 -2.96
H6 1.26 -4.20 -2.95
H7 1.92 -1.28 -4.54
H8 3.02 -1.96 -5.83
H9 2.70 -2.91 -4.42
C4 -0.11 -2.63 3.95
O5 0.92 -3.40 4.65
P2 2.22 -3.75 3.82
O6 2.96 -2.63 3.23
O7 1.66 -4.84 2.79
C5 2.25 -4.89 1.48
O8 3.10 -4.58 4.87
C6 2.56 -5.76 5.44
H10 0.02 -2.63 2.87
H11 0.15 -1.60 4.22
H12 -1.04 -2.95 4.41
H13 2.33 -3.90 1.04
H14 1.51 -5.44 0.89
H15 3.21 -5.39 1.49
H16 2.95 -6.62 4.87
H17 1.48 -5.80 5.40
H18 2.97 -5.96 6.43
C7 1.63 6.86 0.68
O9 1.14 5.90 -0.22
P3 -0.39 5.96 -0.74
O10 -0.75 4.93 -1.73
O11 -0.60 7.46 -1.21
C8 0.12 7.96 -2.32
O12 -1.23 6.02 0.60
C9 -1.39 4.78 1.34
H19 0.99 7.74 0.81
H20 2.61 7.20 0.33
H21 1.83 6.52 1.70
H22 -0.31 8.86 -2.74
H23 0.12 7.22 -3.13
H24 1.17 8.14 -2.08
H25 -2.47 4.70 1.45
H26 -0.83 4.82 2.27
H27 -1.01 3.92 0.80
C10 -4.38 4.86 -2.98
O13 -4.57 3.48 -2.72
C11 -3.46 2.90 -2.12
C12 -3.75 1.44 -1.76
O14 -4.24 1.28 -0.44
C13 -3.24 1.37 0.53
H28 -5.26 5.24 -3.49
H29 -3.43 4.96 -3.52
H30 -4.26 5.45 -2.06
H31 -3.25 3.43 -1.18
H32 -2.50 2.94 -2.67
H33 -2.83 0.85 -1.87
H34 -4.49 1.09 -2.48
H35 -2.59 2.23 0.34
H36 -2.62 0.46 0.52
H37 -3.64 1.45 1.55
C14 -0.73 0.73 2.77
O15 -0.30 -0.01 1.65
C15 1.06 0.25 1.29
C16 1.41 -0.69 0.12
O16 1.67 0.00 -1.07
C17 0.45 0.38 -1.74
H38 0.11 0.61 3.47
H39 -1.62 0.29 3.21
H40 -0.92 1.78 2.54
H41 1.72 0.13 2.15
H42 1.18 1.27 0.89
H43 0.70 -1.53 0.11
H44 2.32 -1.21 0.45
H45 -0.08 1.09 -1.10
H46 -0.17 -0.48 -1.97
H47 0.79 0.84 -2.66
C18 7.18 -1.17 -5.37
O17 8.02 -0.51 -4.46
C19 7.49 -0.25 -3.16
C20 6.36 0.72 -3.05
O18 5.18 0.19 -3.65
C21 4.03 0.92 -3.28
H48 7.07 -2.24 -5.13
H49 7.67 -1.03 -6.33
H50 6.14 -0.83 -5.42
H51 8.34 0.09 -2.57
H52 7.26 -1.23 -2.71
H53 6.57 1.70 -3.50
H54 6.15 0.78 -1.97
H55 3.77 0.80 -2.23
H56 3.21 0.50 -3.87
H57 4.04 1.96 -3.62
C22 -3.63 0.14 5.54
O19 -3.09 -1.09 5.97
C23 -3.78 -1.79 6.99
C24 -5.16 -2.28 6.63
O20 -6.10 -1.21 6.69
C25 -7.37 -1.63 6.25
H58 -3.57 0.14 4.45
H59 -2.98 0.98 5.82
H60 -4.66 0.33 5.83
H61 -3.94 -1.10 7.83
H62 -3.11 -2.58 7.29
H63 -5.52 -3.07 7.29
H64 -5.16 -2.70 5.61
H65 -7.85 -2.28 6.99
H66 -7.33 -2.10 5.27
H67 -8.05 -0.78 6.18

Löwdin population analysis, charges in e, atoms 1 to 6: -0.088, -0.190, 0.380, -0.231, -0.230, -0.089

***

Record 5
The following is a quantum chemistry calculation of a cluster of 2 separate species, C5H13NO in total in a non-equilibrium geometry, from OMol25.

Summary:
HOMO level, eV: -9.292
LUMO energy, eV: 0.8
ΔE to the lowest compared entry with this formula, charge and spin, kJ/mol: 128.4
SMILES: C=C(C)CCN.O
F_max, eV/Å: 1.28

Positions of all 20 atoms, in Å:
C1 -0.96 -0.88 -0.70
C2 -0.82 -0.31 0.72
C3 0.61 -0.06 1.13
C4 1.11 1.17 0.97
C5 1.58 -1.19 1.28
N1 -0.16 -0.04 -1.60
H1 -0.73 -1.94 -0.78
H2 -1.99 -0.71 -1.00
H3 -1.38 0.61 0.85
H4 -1.25 -1.06 1.40
H5 2.10 1.46 1.28
H6 0.53 1.91 0.45
H7 1.29 -2.03 1.92
H8 2.54 -0.83 1.64
H9 1.79 -1.65 0.31
H10 0.83 -0.25 -1.49
H11 -0.31 -0.33 -2.56
H12 -0.84 1.85 -1.17
H13 -2.30 1.85 -1.50
O1 -1.62 2.44 -1.16

Löwdin population analysis, charges in e, atoms 1 to 6: -0.262, -0.173, -0.371, 0.044, -0.071, -0.018

***

Record 6
The following is a quantum chemistry calculation of a cluster of 2 separate species, C2H3N3O2 in total in a non-equilibrium geometry, from OMol25.

Summary:
HOMO level, eV: -9.711
LUMO energy, eV: 0.3
ΔE to the lowest compared entry with this formula, charge and spin, kJ/mol: 339.4
SMILES: NC1=NO1.N=C=O
F_max, eV/Å: 1.09

Positions of all 10 atoms, in Å:
N1 0.82 1.12 0.98
C1 -0.41 0.73 1.31
N2 -1.31 0.67 2.21
O1 -1.30 0.10 0.60
C2 -0.22 -1.30 -2.12
O2 -0.86 -1.45 -3.09
N3 0.58 -1.21 -1.21
H1 1.11 0.96 0.02
H2 1.36 1.72 1.58
H3 0.22 -1.35 -0.28

Löwdin population analysis, charges in e, atoms 1 to 6: 0.200, -0.694, 0.256, 0.003, -0.377, 0.172